The following is a DFT calculation (ωB97M-V with the def2-TZVPD basis set) of a molecular structure, H26KrO13.

```
40
Properties=species:S:1:pos:R:3:forces:R:3
Kr 0.162 -0.610 0.424 -0.23 -0.02 -0.04
O 0.666 -0.314 3.773 -0.12 0.74 0.02
H -0.198 -0.337 3.363 -0.63 -0.01 0.26
H 1.236 -0.778 3.159 0.71 -0.54 -0.03
O -3.967 0.533 -0.273 0.11 0.44 0.11
H -4.809 0.529 -0.727 -0.29 0.08 -0.05
H -3.497 -0.220 -0.630 0.23 -0.69 0.10
O 2.073 0.149 -2.548 0.79 -0.10 0.40
H 1.230 -0.264 -2.738 -0.87 -0.19 -0.16
H 1.911 1.086 -2.655 -0.01 0.14 -0.10
O -0.775 -3.956 -1.672 -0.38 -0.02 -0.01
H 0.158 -3.981 -1.458 0.24 0.06 0.18
H -0.800 -3.866 -2.625 0.15 -0.12 -0.38
O -2.250 -0.328 3.776 0.21 0.13 0.01
H -2.530 -1.243 3.747 -0.06 -0.29 0.06
H -2.738 0.094 3.069 -0.23 0.18 -0.23
O -2.778 -1.896 -1.457 -0.28 0.44 -0.01
H -3.123 -1.607 -2.302 -0.30 0.07 -0.36
H -2.470 -2.789 -1.616 0.31 -0.53 0.39
O -0.693 -0.509 -2.885 0.60 -0.82 -0.89
H -1.090 0.264 -2.483 -0.21 1.03 0.47
H -1.150 -1.249 -2.484 0.05 -0.12 0.36
O -1.670 1.750 -1.688 -0.26 -0.53 -0.69
H -2.467 1.473 -1.236 -0.58 -0.02 0.26
H -1.226 2.325 -1.064 0.66 0.70 0.39
O 2.738 -1.742 2.670 -0.10 -0.15 0.50
H 2.791 -2.697 2.685 -0.05 -0.21 0.16
H 2.948 -1.504 1.767 0.26 0.34 -0.83
O 3.334 -0.942 0.045 0.20 -0.29 0.50
H 2.736 -0.550 -0.591 -0.25 0.40 -0.62
H 3.864 -1.553 -0.467 0.24 -0.04 -0.16
O 3.167 2.634 -0.558 0.42 0.15 -0.25
H 2.551 2.632 -1.290 -0.13 0.17 -0.07
H 2.752 2.084 0.107 -0.19 -0.15 0.32
O -0.158 3.502 -0.161 -0.61 0.20 -0.77
H -0.629 4.139 0.377 -0.12 0.22 0.05
H 0.335 2.975 0.467 0.61 -0.22 0.60
O 1.394 2.324 1.681 0.05 -0.13 -0.09
H 1.928 2.834 2.290 0.22 0.26 0.11
H 1.043 1.608 2.211 -0.15 -0.58 0.49
```
Positions in Å, forces in eV/Å.

Calculated values
Charge = 0
Relative energy (zero: lowest compared OMol25 entry of this formula, charge and spin) = 3.4 kcal/mol

The following is a DFT calculation (ωB97M-V with the def2-TZVPD basis set) of 2 unconnected molecules or ions with the total composition CH3NS.

```
6
Properties=species:S:1:pos:R:3:forces:R:3
C 2.149 -0.605 -0.549 -1.28 -1.15 -0.87
N -1.297 -0.178 0.034 -1.34 -0.93 -0.92
S 3.162 0.285 0.096 1.32 1.16 0.86
H -2.106 -0.007 0.600 -0.94 0.09 -0.35
H -0.607 0.131 0.633 2.37 0.74 1.05
H -1.300 0.374 -0.814 -0.13 0.09 0.24
```
Positions in Å, forces in eV/Å.

Calculated values
Charge = 0
Relative energy (zero: lowest compared OMol25 entry of this formula, charge and spin) = 52.5 kcal/mol

The following is a DFT calculation (ωB97M-V with the def2-TZVPD basis set) of a molecular structure, Cl2O6V3.

```
11
Properties=species:S:1:pos:R:3:forces:R:3
O -1.571 3.229 3.432 -0.10 -0.82 -2.29
V -2.113 2.684 2.047 0.51 0.34 0.86
O -1.007 2.449 0.989 -0.21 0.66 1.38
O -1.894 -4.512 -1.587 1.77 1.93 0.60
V -0.738 -3.603 -0.988 -0.64 0.73 -1.47
O -0.562 -2.243 -1.757 -1.08 -2.57 0.79
O -0.404 0.434 -0.440 3.67 -0.05 0.56
V 1.287 0.322 -0.574 -0.79 0.92 0.12
O 1.415 -0.669 -1.791 0.68 0.53 1.13
Cl 2.771 2.290 -0.950 -1.95 -1.88 0.25
Cl 2.815 -0.381 1.619 -1.87 0.20 -1.93
```
Positions in Å, forces in eV/Å.

Calculated values
Charge = +1

Summary of HOMO in eV
-10.68; -9.94; -11.55
(order as listed above)
Summary of F_max in eV/A
1.354; 2.695; 3.715
(order as listed above)